(1)
{"formula": "C20H31FN8O2Ta", "method": "ωB97M-V/def2-TZVPD", "e_above_lowest_kj_mol": 29.85, "gap_ev": 7.52, "mol_weight_da": 615.5, "lumo_ev": -9.715, "homo_ev": -17.2, "largest_force_ev_per_a": 1.00, "charge": 3, "elements": ["Ta", "C", "N", "C", "C", "N", "N", "C", "N", "N", "H", "H", "H", "H", "H", "H", "H", "H", "H", "H", "H", "N", "C", "C", "C", "C", "N", "H", "H", "H", "H", "H", "H", "H", "H", "H", "H", "H", "H", "O", "C", "O", "C", "C", "C", "C", "C", "N", "H", "H", "H", "H", "F", "C", "C", "C", "C", "C", "C", "H", "H", "H", "H"], "xyz": [[-0.46938, -0.03008, 0.11973], [-1.92681, 3.51064, -2.78710], [-1.06198, 2.48891, -3.40286], [-0.77451, 2.65474, -4.83926], [-0.72739, 1.41175, -2.72541], [-1.11406, 1.16500, -1.47971], [0.06795, 0.47249, -3.35636], [0.33249, -0.78681, -2.89862], [0.87232, -1.62172, -3.77792], [0.08877, -1.12792, -1.64579], [-1.78766, 4.44101, -3.32735], [-1.63171, 3.68842, -1.75425], [-2.97590, 3.21772, -2.84563], [-0.89716, 3.70402, -5.08436], [-1.46144, 2.06212, -5.44377], [0.26106, 2.41361, -5.07992], [-1.81736, 1.82330, -1.16397], [0.39789, 0.70055, -4.28171], [0.97248, -1.38976, -4.75490], [1.17543, -2.54478, -3.50906], [0.29106, -2.11081, -1.49669], [-1.87969, -1.89577, 0.40729], [-1.67517, -3.23946, 1.05893], [-0.68350, -4.14375, 0.32378], [0.76632, -4.12395, 0.82041], [1.58728, -2.88895, 0.49103], [0.95513, -1.64216, 1.04138], [-2.72021, -1.50163, 0.83688], [-2.19980, -2.08637, -0.54605], [-2.65327, -3.71703, 1.10401], [-1.37250, -3.06558, 2.09380], [-0.73555, -3.94439, -0.75504], [-1.05277, -5.16429, 0.42158], [1.29750, -4.98449, 0.41214], [0.77093, -4.27108, 1.90518], [1.74321, -2.77988, -0.58421], [2.58465, -2.97773, 0.92065], [1.71465, -1.02939, 1.32931], [0.49965, -1.91787, 1.90950], [-3.80827, 0.56693, 2.08936], [-2.63332, 0.65948, 2.02676], [-1.99045, 0.85449, 0.80107], [-1.60254, 0.53046, 3.08295], [-1.87272, 0.72984, 4.41958], [-0.80874, 0.65503, 5.31189], [0.45773, 0.39336, 4.81360], [0.62463, 0.18826, 3.45202], [-0.39296, 0.23777, 2.58565], [-2.88149, 0.95482, 4.73912], [-0.96456, 0.81478, 6.37048], [1.31974, 0.35528, 5.46500], [1.61759, 0.02252, 3.05305], [4.44599, 3.74059, 0.45404], [3.42250, 2.91004, 0.40528], [3.61737, 1.63587, -0.10817], [2.53903, 0.77041, -0.13903], [1.26324, 1.15002, 0.32164], [1.12594, 2.45735, 0.83321], [2.18907, 3.33834, 0.87779], [4.59891, 1.34986, -0.46161], [2.71211, -0.22564, -0.53982], [0.16904, 2.80251, 1.21329], [2.09124, 4.33898, 1.27719]], "atomic_forces_ev_per_a": [[0.783, -0.209, 0.524], [0.078, 0.005, 0.031], [-0.051, 0.063, -0.041], [0.054, -0.031, 0.017], [0.068, -0.101, -0.006], [-0.161, 0.115, -0.199], [-0.003, 0.005, 0.027], [0.004, 0.082, 0.050], [0.009, -0.024, -0.027], [-0.050, -0.141, -0.140], [-0.029, 0.004, -0.004], [-0.003, 0.020, -0.005], [0.002, -0.003, 0.022], [-0.056, -0.012, -0.036], [0.007, 0.007, -0.018], [0.020, 0.008, 0.037], [0.015, -0.017, 0.004], [-0.016, -0.001, -0.011], [0.001, -0.005, 0.003], [-0.006, 0.005, -0.003], [-0.007, 0.042, -0.025], [-0.123, -0.108, 0.053], [0.023, 0.059, 0.009], [0.031, 0.070, -0.050], [-0.038, 0.016, 0.023], [-0.101, -0.041, -0.053], [0.116, -0.067, -0.115], [0.021, -0.004, 0.016], [0.062, -0.009, 0.001], [0.021, -0.041, -0.022], [0.014, -0.006, -0.006], [-0.004, -0.008, -0.007], [0.035, -0.020, 0.051], [-0.017, -0.008, -0.025], [0.000, -0.006, 0.006], [-0.005, 0.023, 0.032], [-0.016, -0.063, 0.036], [-0.006, -0.007, -0.022], [0.036, 0.013, 0.020], [0.032, 0.017, 0.251], [-0.002, 0.110, -0.546], [-0.939, 0.268, 0.234], [-0.161, 0.012, 0.106], [0.029, -0.002, -0.004], [-0.013, -0.007, -0.006], [-0.002, -0.010, -0.040], [0.086, 0.033, 0.011], [0.075, -0.132, -0.144], [-0.010, -0.008, -0.016], [-0.001, 0.003, 0.003], [0.002, 0.005, 0.002], [-0.013, -0.006, -0.004], [-0.011, -0.007, -0.018], [0.019, -0.004, 0.010], [-0.002, 0.041, 0.016], [0.003, -0.043, -0.020], [0.285, 0.108, 0.055], [-0.055, 0.046, -0.025], [-0.002, -0.031, -0.002], [0.001, -0.013, 0.004], [-0.017, 0.017, -0.023], [0.004, -0.003, 0.014], [-0.010, 0.001, 0.000]]}

(2)
{"formula": "C21H16N6O2PdSSe", "method": "ωB97M-V/def2-TZVPD", "e_above_lowest_kj_mol": 0.00, "gap_ev": 7.66, "mol_weight_da": 601.8, "lumo_ev": -0.468, "homo_ev": -8.1, "largest_force_ev_per_a": 0.23, "charge": 0, "elements": ["Pd", "O", "C", "N", "C", "O", "C", "C", "C", "C", "C", "N", "C", "C", "C", "C", "C", "N", "H", "H", "H", "H", "H", "H", "H", "H", "Se", "C", "C", "C", "N", "C", "C", "H", "H", "H", "H", "S", "C", "N", "C", "C", "C", "N", "H", "H", "H", "H"], "xyz": [[0.19846, -0.07868, 0.80378], [2.17669, 2.46238, -1.67456], [1.77075, 1.63018, -0.90055], [0.53394, 1.52423, -0.32039], [-0.52978, 2.35058, -0.57313], [-0.56680, 3.34911, -1.24935], [-1.76950, 1.86806, 0.15687], [-2.95620, 2.55908, 0.02133], [-4.07659, 2.10343, 0.69453], [-3.96556, 0.97621, 1.49178], [-2.74404, 0.33404, 1.58193], [-1.66881, 0.76687, 0.92212], [2.67010, 0.48948, -0.45628], [3.97088, 0.42251, -0.91030], [4.78307, -0.60681, -0.46330], [4.26825, -1.52534, 0.43538], [2.95341, -1.40065, 0.84668], [2.16600, -0.42211, 0.39760], [-2.96242, 3.43154, -0.61647], [-5.02241, 2.62011, 0.60098], [-4.81098, 0.58739, 2.04142], [-2.60948, -0.55476, 2.18397], [4.30631, 1.18462, -1.59935], [5.80566, -0.68820, -0.80696], [4.86743, -2.33866, 0.81871], [2.50543, -2.08845, 1.54864], [-0.25264, -2.01831, 2.20904], [0.32926, -3.51164, 1.16748], [0.56911, -3.44571, -0.20268], [0.97738, -4.59371, -0.86704], [1.15824, -5.77402, -0.27928], [0.92296, -5.82726, 1.03062], [0.51614, -4.74315, 1.79144], [0.43075, -2.52352, -0.75677], [1.16569, -4.55489, -1.93492], [1.07330, -6.79221, 1.50345], [0.35359, -4.85489, 2.85579], [-1.41087, -0.83788, -2.19604], [-2.53270, -1.96264, -1.70680], [-2.46966, -2.46152, -0.42200], [-3.26572, -3.43551, 0.04930], [-4.23209, -3.94800, -0.75468], [-4.31380, -3.38267, -2.04743], [-3.52545, -2.45020, -2.50936], [-1.74013, -2.08875, 0.18765], [-3.07019, -3.74978, 1.06652], [-4.89478, -4.73248, -0.42740], [-5.08159, -3.73191, -2.73207]], "atomic_forces_ev_per_a": [[-0.044, 0.122, -0.042], [0.013, 0.024, 0.042], [-0.061, -0.064, -0.124], [0.096, 0.036, 0.037], [0.018, 0.049, 0.004], [-0.007, -0.026, -0.003], [-0.024, 0.000, -0.012], [0.000, -0.003, 0.005], [0.010, 0.009, -0.007], [-0.007, -0.013, 0.013], [0.003, 0.000, -0.004], [-0.002, -0.008, -0.018], [0.024, 0.013, 0.047], [0.010, -0.002, 0.008], [0.003, 0.005, -0.019], [-0.007, -0.010, 0.011], [-0.023, -0.016, 0.004], [0.039, 0.058, -0.039], [0.000, 0.000, -0.001], [0.000, -0.001, -0.001], [0.001, 0.000, -0.001], [0.003, -0.001, 0.002], [-0.003, 0.000, -0.001], [0.001, 0.004, 0.003], [-0.002, 0.000, 0.004], [0.008, -0.006, -0.002], [-0.041, -0.167, 0.156], [0.019, 0.008, -0.045], [0.010, -0.010, 0.017], [0.002, 0.005, -0.002], [-0.003, 0.000, -0.011], [0.006, -0.002, 0.010], [-0.012, 0.005, 0.005], [-0.003, -0.007, -0.015], [-0.003, 0.000, 0.000], [-0.002, 0.002, 0.004], [0.000, -0.004, 0.000], [-0.047, 0.007, -0.066], [0.056, -0.018, 0.039], [-0.009, 0.006, -0.010], [0.015, 0.018, 0.011], [-0.013, -0.008, -0.013], [-0.001, 0.001, 0.008], [-0.007, 0.011, 0.010], [-0.022, -0.014, -0.001], [0.001, 0.000, 0.000], [0.002, 0.000, 0.003], [0.002, -0.001, -0.002]]}

(3)
{"formula": "C23H23MnOP2", "method": "ωB97M-V/def2-TZVPD", "gap_ev": [5.29, 5.84], "mol_weight_da": 432.3, "lumo_ev": [0.026, 0.021], "multiplicity": 5, "s_squared": 6.2138, "homo_ev": [-5.3, -5.8], "largest_force_ev_per_a": 1.38, "charge": 0, "elements": ["C", "C", "C", "C", "C", "Mn", "P", "H", "H", "H", "H", "H", "H", "H", "H", "O", "P", "C", "C", "C", "C", "C", "C", "C", "C", "C", "C", "C", "C", "C", "C", "C", "C", "C", "C", "H", "H", "H", "H", "H", "H", "H", "H", "H", "H", "H", "H", "H", "H", "H"], "xyz": [[-0.41731, -0.99532, -4.77059], [-0.61129, -0.02900, -5.73496], [-0.31762, 1.33564, -5.64664], [0.22320, 1.97379, -4.51844], [0.46387, 1.39083, -3.29836], [-0.11284, -0.46184, -2.94896], [0.27981, -2.95520, -2.79001], [-0.65255, -2.01791, -5.11049], [-1.04531, -0.31371, -6.70387], [-0.52112, 1.95943, -6.52409], [0.89143, 2.08560, -2.55766], [0.43904, 3.04114, -4.68204], [1.47233, -3.21754, -2.04590], [0.51194, -3.81786, -3.91577], [-0.66689, -3.72047, -2.04144], [-0.23357, -0.89829, -0.48001], [-0.02640, -0.12207, 0.82263], [1.68657, 0.50108, 0.86363], [2.62024, -0.01405, 1.78452], [3.89022, 0.54234, 1.90222], [4.30063, 1.54999, 1.02480], [3.47395, 1.85803, -0.07225], [2.16775, 1.37871, -0.12665], [-1.48374, 0.93859, 1.10411], [-2.29738, 0.81508, 2.25079], [-3.57658, 1.37805, 2.29403], [-4.08263, 2.05434, 1.18060], [-3.25639, 2.23328, 0.05833], [-1.95495, 1.73001, 0.04218], [-0.05085, -1.13136, 2.32267], [-0.56844, -2.42345, 2.21184], [-0.76796, -3.18965, 3.36430], [-0.42486, -2.66733, 4.61831], [0.17332, -1.41450, 4.72947], [0.36037, -0.64534, 3.58225], [2.36101, -0.84449, 2.44234], [4.55467, 0.16911, 2.68285], [5.24615, 2.07455, 1.18245], [3.86387, 2.49351, -0.87025], [1.51705, 1.65753, -0.94905], [-1.95116, 0.25668, 3.12367], [-4.18383, 1.27708, 3.19724], [-5.09904, 2.47187, 1.19685], [-3.65285, 2.76783, -0.80739], [-1.29637, 1.95216, -0.79173], [-0.82176, -2.82762, 1.22883], [-1.19105, -4.18790, 3.27494], [-0.60635, -3.25820, 5.51598], [0.50343, -1.04526, 5.70737], [0.87026, 0.31205, 3.67736]], "atomic_forces_ev_per_a": [[-0.849, -0.038, -0.279], [0.107, 1.292, -0.466], [-0.263, -0.170, -0.686], [-0.082, 0.211, -0.067], [0.192, 0.008, -0.153], [0.122, -0.538, 0.753], [0.402, -0.264, 0.344], [0.403, 0.342, 0.435], [0.206, -0.222, 0.310], [0.088, -0.282, 0.282], [-0.293, -0.295, -0.178], [-0.003, -0.298, 0.273], [-0.485, -0.264, -0.172], [-0.205, 0.423, 0.638], [0.484, 0.026, -0.236], [0.059, 0.760, 0.389], [0.393, -1.040, -0.542], [0.492, 0.317, -0.168], [-0.200, 0.093, 0.088], [0.077, 0.196, -0.210], [-0.467, -0.268, -0.282], [0.323, 0.190, 0.419], [-0.096, -0.190, 0.349], [-0.297, 0.640, 0.126], [0.082, -0.163, -0.070], [0.076, 0.134, -0.236], [0.397, -0.010, -0.073], [-0.214, 0.086, 0.266], [-0.178, -0.100, 0.191], [-0.047, -0.474, 0.221], [-0.080, 0.004, 0.332], [0.166, 0.316, 0.182], [-0.128, -0.422, -0.250], [0.018, 0.099, -0.217], [-0.209, -0.231, 0.029], [0.120, 0.414, -0.268], [-0.140, 0.182, -0.218], [-0.207, -0.357, -0.254], [-0.288, -0.047, 0.298], [0.171, 0.039, 0.198], [-0.130, 0.156, -0.390], [0.237, -0.019, -0.315], [0.532, -0.259, -0.052], [0.284, -0.086, 0.257], [-0.195, -0.216, -0.195], [0.007, 0.217, 0.286], [0.081, 0.194, 0.099], [0.074, 0.102, -0.229], [-0.184, -0.113, -0.455], [-0.352, -0.073, -0.103]]}